Record 1
ORCA calculation (ωB97M-V/def2-TZVPD) on a 2-piece molecular cluster, C5H11O2 overall in a non-equilibrium geometry.

Highest occupied orbital energy   -3.75 eV
Charge   -1
Gap between HOMO and LUMO   7.614 eV
Lowest unoccupied orbital energy   3.9 eV

Geometry as XYZ:
```
18
Properties=species:S:1:pos:R:3:lowdin_charge:R:1
C -0.83579 -1.45012 -0.64255 -0.20
C -1.34656 -1.22968 -2.06273 -0.16
C 0.71734 -1.12060 -0.45622 -0.76
O 1.12942 -1.35548 0.69411 -0.10
O 1.26285 -0.67795 -1.48461 -0.09
H -1.39928 -1.05101 0.19994 0.08
H -0.79716 -2.54126 -0.53773 0.08
H -0.92576 -2.00784 -2.71479 0.06
H -1.00206 -0.29319 -2.50565 0.06
H -2.41168 -1.33407 -2.14954 0.04
C -0.84139 2.67236 1.45456 -0.16
C 0.47073 2.38851 2.18624 -0.19
H -0.78034 2.43075 0.40546 0.06
H -1.58258 2.02204 1.91014 0.06
H -1.02378 3.74800 1.55706 0.05
H 0.69068 2.83974 3.15446 0.05
H 1.38979 2.27196 1.60939 0.06
H 0.52442 1.31934 2.47902 0.06
```


Record 2
ORCA calculation (ωB97M-V/def2-TZVPD) on C21H47OP3SeTi as an isolated structure in a non-equilibrium geometry.

Spin multiplicity   2
Highest occupied orbital energy (alpha / beta)   -15.72 / -15.72 eV
Charge   +3
Gap between HOMO and LUMO (alpha / beta)   4.939 / 5.264 eV
Lowest unoccupied orbital energy (alpha / beta)   -10.8 / -10.5 eV
Expectation value of S²   0.7584

Geometry as XYZ:
```
74
Properties=species:S:1:pos:R:3:lowdin_spin:R:1
Ti 0.38234 0.21303 0.61031 1.00
P 2.75480 -0.39222 -0.00940 0.00
P 1.03921 2.19893 -0.65589 -0.01
P 0.32692 -2.23754 0.74603 -0.01
H -6.13786 1.31544 -1.51252 0.00
C -6.18790 0.98715 -0.45439 0.00
C -5.16369 0.88313 0.41957 0.00
H -4.17779 1.29717 0.20859 0.00
C 3.07786 -0.96570 -1.73153 0.01
C 4.08271 0.88028 0.02946 0.00
C 3.65056 -1.72458 0.88849 0.00
C -0.61867 2.87861 -0.94792 0.01
C 1.75320 3.50040 0.41149 0.00
C 1.86232 2.41837 -2.25539 0.00
C -1.45403 -2.59849 0.73732 0.00
C 0.86115 -2.96197 2.33106 0.00
C 0.93451 -3.42224 -0.50111 0.00
H -7.19570 0.73936 -0.08341 0.00
H -5.41463 0.38833 1.39136 0.00
H 4.15798 -1.12691 -1.82766 0.00
H 2.76574 -0.21305 -2.46390 0.00
H 2.55937 -1.90661 -1.93668 0.00
H 5.02875 0.36112 -0.18230 0.00
H 4.16075 1.37583 1.00736 0.00
H 3.96670 1.64018 -0.74791 0.00
H 4.71777 -1.60160 0.66198 0.00
H 3.37841 -2.73365 0.56188 0.00
H 3.51738 -1.63721 1.97490 0.00
H -0.48015 3.72376 -1.63214 0.00
H -1.04169 3.24235 -0.00178 0.00
H -1.27192 2.12900 -1.42124 0.00
H 1.52153 4.48980 -0.00866 0.00
H 2.84095 3.38073 0.50388 0.00
H 1.28504 3.44064 1.40119 0.00
H 1.76723 3.47880 -2.51867 0.00
H 1.33970 1.80714 -3.00418 0.00
H 2.92645 2.16438 -2.21666 0.00
H -1.56329 -3.68586 0.63665 0.00
H -1.93039 -2.11144 -0.12702 0.00
H -1.91077 -2.26966 1.68172 0.00
H 0.31632 -3.90467 2.46098 0.00
H 0.59564 -2.29965 3.16411 0.00
H 1.93857 -3.16085 2.33732 0.00
H 0.48404 -4.39187 -0.24928 0.00
H 2.02385 -3.52516 -0.48095 0.00
H 0.58901 -3.09186 -1.49109 0.00
C -2.06048 -0.98391 -3.64676 0.00
C -3.07029 -0.45823 -2.78485 0.00
C -4.44189 -0.62686 -3.10043 0.00
C -4.82611 -1.46237 -4.15617 0.00
C -3.82287 -2.06278 -4.92170 0.00
C -2.46898 -1.89968 -4.61862 0.00
Se -0.10930 -0.82432 -3.65606 0.00
H -0.31832 -0.69408 -2.16590 0.00
H -2.80042 0.05083 -1.84285 0.00
H -5.19175 -0.13141 -2.46329 0.00
H -5.86524 -1.66606 -4.40733 0.00
H -4.05737 -2.72088 -5.74139 0.00
H -1.66832 -2.48501 -5.08232 0.00
C -0.60379 0.27068 4.00724 0.00
C -0.32197 1.26249 2.88471 0.01
O 1.02346 1.02136 2.24130 0.00
C 2.04150 1.02081 3.26169 0.00
C 2.25475 2.44175 3.72771 0.00
H -0.43682 -0.75585 3.65004 0.00
H -1.65476 0.40891 4.30143 0.00
H 0.04921 0.48304 4.87033 0.00
H -1.09602 1.25867 2.08590 0.00
H -0.24317 2.28151 3.25816 0.00
H 1.67755 0.38634 4.08919 0.00
H 2.93568 0.55763 2.82411 0.00
H 1.49671 2.75000 4.45867 0.00
H 3.18610 2.40960 4.29181 0.00
H 2.33463 3.19668 2.93140 0.00
```


Record 3
ORCA calculation (ωB97M-V/def2-TZVPD) on C5H8ClFS as an isolated structure in a non-equilibrium geometry.

Highest occupied orbital energy   -9.39 eV
Charge   0
Gap between HOMO and LUMO   9.408 eV
Lowest unoccupied orbital energy   0.0 eV

Geometry as XYZ:
```
16
Properties=species:S:1:pos:R:3:lowdin_charge:R:1
C 0.42607 -2.01352 -0.05274 -0.09
C -0.02429 -0.68953 0.65330 -0.33
C -0.94066 0.19292 -0.21023 -0.38
C 0.01119 1.25246 -0.40111 -0.72
C 0.80792 0.61987 0.86781 -0.66
H -0.47019 -2.63931 0.06428 0.06
H 1.41685 -2.53159 0.42394 0.10
H 0.81985 -2.04313 -1.21970 0.13
H -0.63202 -0.66482 1.66307 0.16
H -1.75282 0.45781 0.50578 0.16
H 0.62552 1.05698 -1.37932 0.14
H -1.69553 2.51400 -1.33444 0.07
H 0.62539 1.33292 1.82265 0.15
F -1.34387 -0.24691 -1.53721 -0.05
S -0.38501 3.05395 -0.37722 0.63
Cl 2.51161 0.34788 0.51113 0.62
```


Record 4
ORCA calculation (ωB97M-V/def2-TZVPD) on C30H32LuO2Si as an isolated structure in a non-equilibrium geometry.

Highest occupied orbital energy   -11.55 eV
Charge   +1
Gap between HOMO and LUMO   8.518 eV
Lowest unoccupied orbital energy   -3.0 eV

Geometry as XYZ:
```
66
Properties=species:S:1:pos:R:3:lowdin_charge:R:1
Lu -0.24065 0.31248 0.48174 1.70
C 3.62583 -3.04373 -0.45062 -0.04
C 2.85423 -1.97922 0.33988 -0.39
C 3.82369 -0.96135 0.92842 -0.08
C 1.79499 -1.37617 -0.55737 -0.27
C 0.59933 -2.05738 -0.79133 -0.07
C -0.35865 -1.56132 -1.67729 -0.06
C -0.16049 -0.36899 -2.38006 -0.29
C -1.18860 0.16743 -3.32530 -0.01
C 1.02028 0.33402 -2.11521 -0.05
C 1.97194 -0.15368 -1.22333 -0.05
H 4.37845 -3.51066 0.18458 0.09
H 4.13867 -2.59229 -1.30218 0.09
H 2.97187 -3.82840 -0.83222 0.08
H 2.32319 -2.48931 1.15025 0.13
H 4.49815 -0.57624 0.16062 0.09
H 4.45056 -1.43535 1.68334 0.09
H 3.31683 -0.11401 1.39342 0.07
H 0.40437 -2.98078 -0.25754 0.14
H -1.28535 -2.10563 -1.81710 0.13
H -1.82478 0.88556 -2.80573 0.07
H -1.81378 -0.63011 -3.72367 0.09
H -0.71359 0.68234 -4.15933 0.10
H 1.17265 1.30081 -2.57809 0.14
H 2.86148 0.43312 -1.03079 0.13
C 1.34121 -0.90697 3.65743 -0.07
C 0.65768 -0.50806 2.40092 -0.40
O -0.44693 -1.05751 2.12750 -0.19
H 0.76272 -1.58486 4.28345 0.09
H 1.62161 -0.00896 4.21205 0.08
H 2.29454 -1.37058 3.38477 0.07
O -1.10658 1.88653 -0.62175 -0.48
Si -2.57488 2.23088 0.02005 0.45
C -3.28932 3.86263 -0.47416 -0.24
C -2.78912 4.53027 -1.59266 -0.09
C -3.34399 5.73261 -2.00764 -0.08
C -4.40559 6.28300 -1.30486 -0.07
C -4.91118 5.63590 -0.18490 -0.08
C -4.35398 4.43503 0.22547 -0.10
C -2.18496 2.00350 1.85284 -0.26
C -3.03892 1.33843 2.74495 -0.07
C -2.67782 1.12328 4.06496 -0.05
C -1.44595 1.56465 4.53689 -0.06
C -0.57288 2.21122 3.67744 -0.09
C -0.94040 2.41895 2.35004 -0.16
C -3.73000 0.80572 -0.37885 -0.23
C -5.05843 0.95926 -0.77378 -0.06
C -5.89129 -0.14026 -0.95263 -0.06
C -5.41778 -1.42202 -0.72714 -0.07
C -4.09567 -1.61209 -0.33845 -0.07
C -3.28322 -0.50172 -0.18433 -0.13
H -1.95422 4.10853 -2.14090 0.10
H -2.94727 6.24172 -2.87614 0.11
H -4.83674 7.22118 -1.62889 0.11
H -5.73421 6.07207 0.36552 0.11
H -4.75565 3.94711 1.10837 0.11
H -3.99945 0.97315 2.39948 0.11
H -3.35381 0.60719 4.73401 0.11
H -1.17049 1.39919 5.57015 0.11
H 0.38952 2.56109 4.02850 0.12
H -0.24900 2.94546 1.69205 0.11
H -5.44959 1.95537 -0.94561 0.10
H -6.91715 0.00988 -1.26227 0.11
H -6.07576 -2.27127 -0.85459 0.11
H -3.71608 -2.60976 -0.15999 0.11
H -2.25278 -0.75409 0.12139 0.05
```


Record 5
ORCA calculation (ωB97M-V/def2-TZVPD) on a 2-piece molecular cluster, C6H9FO overall in a non-equilibrium geometry.

Highest occupied orbital energy   -10.34 eV
Charge   0
Gap between HOMO and LUMO   10.630 eV
Lowest unoccupied orbital energy   0.3 eV

Geometry as XYZ:
```
17
Properties=species:S:1:pos:R:3:lowdin_charge:R:1
C 0.64925 -1.08266 -1.90871 -0.19
C -1.30052 -0.58643 -0.00450 -0.02
C -0.25773 -0.26115 -1.04570 -0.06
C -0.10409 0.15401 0.43345 -0.52
C -0.31575 1.66393 0.75742 -0.02
C 0.96848 -0.49534 1.23181 -0.04
O 1.09859 -0.82614 -3.01696 0.09
F -0.79590 1.10563 -2.14510 -0.22
H 0.89199 -1.93863 -1.39521 0.09
H -2.29919 0.00502 0.06305 0.17
H -1.17740 -1.66498 0.17848 0.13
H -0.68735 1.57830 1.82472 0.10
H -1.13907 2.02316 0.06374 0.09
H 0.71633 2.10489 0.57053 0.11
H 1.67514 0.23458 1.65615 0.08
H 1.63996 -1.15540 0.59937 0.10
H 0.43727 -0.85880 2.13747 0.11
```


Record 6
ORCA calculation (ωB97M-V/def2-TZVPD) on a 2-piece molecular cluster, C8H8N4O4 overall in a non-equilibrium geometry.

Highest occupied orbital energy   -9.40 eV
Charge   0
Gap between HOMO and LUMO   9.324 eV
SMILES   O=c1cc[nH]c(=O)[nH]1.O=c1cc[nH]c(=O)[nH]1
Lowest unoccupied orbital energy   -0.1 eV

Geometry as XYZ:
```
24
Properties=species:S:1:pos:R:3:lowdin_charge:R:1
O -0.60722 1.53065 0.42509 0.03
C -1.30832 0.77616 1.11328 -0.45
C -2.10431 1.37889 2.13815 0.00
C -2.88762 0.56254 2.97523 -0.02
N -3.13380 -0.78198 2.63485 0.10
C -2.38145 -1.36064 1.66894 -0.38
O -2.66054 -2.63744 1.48760 -0.03
N -1.27481 -0.59909 1.14134 0.20
H -2.33470 2.44813 2.10534 0.12
H -3.55712 1.10262 3.76899 0.15
H -3.44976 -1.51696 3.24187 0.16
H -0.54328 -1.05901 0.41560 0.13
O 3.52241 -1.22359 -3.92823 0.13
C 3.02053 -0.60032 -3.07268 -0.48
C 3.05830 0.79881 -2.66047 -0.01
C 2.44935 1.23946 -1.57745 -0.11
N 1.40849 0.70699 -0.89503 0.14
C 1.46767 -0.71272 -1.09935 -0.31
O 0.78276 -1.42806 -0.20176 -0.05
N 2.00038 -1.23004 -2.29058 0.18
H 3.42144 1.55013 -3.35792 0.12
H 2.74092 2.25320 -1.43250 0.12
H 0.57909 1.12925 -0.46402 0.07
H 1.79159 -2.32699 -2.13629 0.23
```